75
Properties=species:S:1:pos:R:3 method="wB97M-V/def2-TZVPD" orbital_gap_ev=3.184 charge=0 e_tot_ev=-56597.3745 molar_mass_g_mol=510.0 homo_energy_ev=-7.03
C 4.928 -4.189 2.055
C 3.727 -3.091 1.888
C 3.216 -2.937 0.373
C 3.625 -1.511 -0.307
C 5.226 -1.505 -0.432
C 5.909 -0.049 -0.337
C 5.472 0.821 0.940
C 5.228 2.381 0.651
C 4.370 2.700 -0.673
C 3.028 3.562 -0.398
C 1.833 2.478 -0.225
C 0.376 3.132 -0.110
C -0.613 1.930 0.381
O -2.004 2.155 -0.006
C -2.756 0.986 0.303
O -2.267 0.084 1.046
C -4.218 0.739 -0.301
C -4.485 1.391 -1.711
C -5.882 1.170 -2.319
N -6.896 0.367 -1.658
C -6.693 -0.265 -0.357
C -7.867 -1.149 0.317
C -7.333 -2.692 0.247
C -8.042 -3.540 -0.939
O -7.478 -3.332 1.550
C -5.326 -0.083 0.404
C -5.116 -0.735 1.850
C -4.913 0.478 2.928
F -3.625 0.365 3.601
H 5.948 -3.667 2.039
H 4.921 -4.974 1.224
H 4.867 -4.719 3.083
H 4.165 -2.117 2.335
H 2.899 -3.451 2.610
H 3.705 -3.789 -0.232
H 2.088 -3.119 0.364
H 3.178 -0.624 0.254
H 3.102 -1.528 -1.341
H 5.469 -1.909 -1.490
H 5.770 -2.189 0.303
H 7.049 -0.237 -0.239
H 5.765 0.461 -1.347
H 4.561 0.402 1.511
H 6.353 0.764 1.692
H 6.196 3.016 0.680
H 4.598 2.780 1.542
H 5.078 3.267 -1.402
H 4.036 1.760 -1.253
H 3.117 4.248 0.514
H 2.858 4.261 -1.306
H 2.127 1.851 0.701
H 1.867 1.756 -1.126
H -0.028 3.441 -1.147
H 0.343 4.034 0.604
H -0.482 1.860 1.520
H -0.217 0.988 -0.162
H -3.685 1.995 -2.248
H -6.145 1.631 -3.339
H -7.822 0.205 -2.091
H -7.983 -0.866 1.415
H -8.851 -1.021 -0.269
H -6.198 -2.671 0.022
H -8.861 -2.915 -1.460
H -8.466 -4.537 -0.555
H -7.266 -3.760 -1.769
H -8.177 -4.019 1.521
H -6.004 -1.340 2.232
H -4.175 -1.394 1.843
H -4.940 1.480 2.374
H -5.706 0.409 3.747
O 5.544 3.779 -4.119
Cl 6.705 2.917 -4.024
O 6.340 1.689 -3.342
O 7.746 3.591 -3.276
O 7.188 2.605 -5.352